Density functional theory data (ωB97M-V/def2-TZVPD) for a 7-piece molecular cluster, C22H36ClO25S7 overall.

The geometry in XYZ format:
```
91
Properties=species:S:1:pos:R:3:forces:R:3
H 2.71390 2.63978 -4.50027 0.02 0.01 0.02
C 1.16086 -1.98699 -2.69766 0.69 0.10 0.21
H 4.43569 2.95058 5.06734 -0.33 -0.23 0.12
H -3.80399 0.19576 1.92028 -0.06 -0.21 -0.31
H -2.69768 -1.19538 1.57020 -0.46 0.37 -0.18
O -6.98048 0.67627 -1.26828 0.42 -0.12 -0.18
H 3.91472 -2.01141 4.35358 -0.16 -0.07 -0.06
C 0.56222 -2.13695 -1.31966 -0.32 -0.66 -0.18
C 0.47335 2.01261 2.81217 1.32 0.13 0.60
S -4.86240 2.67141 -6.69616 0.35 -0.50 -0.24
H -2.03034 0.04593 3.93808 -0.07 -0.02 -0.31
H 0.73211 -4.15456 3.51908 0.05 0.00 0.06
H -1.18622 1.42910 -0.05196 0.09 -0.01 0.46
O 3.99809 -5.31505 1.58519 -0.11 -0.08 -0.24
H 2.12023 -1.46533 -2.66153 -0.45 -0.40 0.04
O -4.92402 1.91360 -1.53649 -0.28 -0.02 0.44
O -4.88623 1.71372 -7.98221 -0.14 -0.11 0.46
C 5.15215 -2.15980 2.57835 -0.16 0.58 -0.11
S -5.50126 0.71077 -0.64895 -0.54 0.41 -0.67
S -2.08556 -3.62603 4.04540 0.38 -0.33 0.06
O -2.16748 -3.02868 2.76187 -0.11 0.14 0.07
H 3.79836 4.00079 -2.79759 -0.10 -0.18 0.18
O 5.15107 -3.14220 1.54082 -0.14 -0.51 0.42
C -3.31397 0.72304 -6.57285 -0.19 -0.50 0.04
H -0.24698 -2.87105 -1.30748 -0.02 0.05 0.01
O 0.00604 -0.84667 -1.02282 0.21 0.29 -0.14
H -2.25888 0.50003 -6.43656 0.01 0.22 0.12
H 0.83030 2.62808 0.77682 -0.11 -0.09 0.03
H -0.31017 -3.94184 6.39497 0.04 -0.01 -0.01
O -3.23333 -3.97523 4.79178 -0.17 0.02 -0.10
C 4.36755 3.17108 -3.20787 0.45 0.23 -0.22
O 0.26557 1.12434 -2.44682 -0.29 0.25 0.13
O -1.84345 -0.19337 -2.49275 -0.06 0.39 -0.16
H 1.24383 3.40866 4.18010 0.70 0.14 -0.04
H -0.09339 1.24282 4.74702 -0.13 0.12 -0.14
O 5.34595 -0.14277 5.34708 -0.36 0.94 0.73
H -5.61403 1.63569 -3.45302 -0.03 0.05 -0.02
O -6.05995 2.46153 -5.96248 -0.09 0.24 -0.02
C 3.80507 2.67514 -4.52224 -0.56 0.23 0.02
O 5.87415 0.29591 -3.08584 -0.01 -0.29 0.04
C -5.85492 2.24005 -2.57765 -0.07 -0.17 -0.61
S 4.52032 0.69390 -3.19683 -0.05 0.63 -0.33
C 4.31882 -2.76480 3.68291 0.41 -0.15 0.49
O 3.25613 -3.44555 3.01845 0.04 0.04 -0.28
Cl 4.87313 1.33500 7.45144 -0.10 0.02 -0.68
H 5.41551 3.46269 -3.30688 -0.03 0.03 -0.03
C -0.33098 1.28654 3.68008 -0.02 -0.10 0.57
C 4.32335 1.91387 4.73088 0.07 0.72 1.16
O 3.44648 -0.19229 -2.91636 0.55 0.20 0.16
H 4.83791 1.83655 3.76787 -0.23 -0.42 0.15
H 1.30293 -2.40788 -0.58133 0.04 0.21 0.17
H 1.28297 -2.94086 -3.20449 -0.29 0.09 -0.19
S 3.74876 -3.92631 1.56163 0.45 0.58 0.29
O -4.43001 3.95966 -7.09410 -0.15 0.20 0.22
H 4.68650 -1.25318 2.17952 0.02 0.02 0.06
S -0.43305 -0.11356 -2.36942 0.49 -0.77 -0.25
H -5.78105 3.29320 -2.83560 0.17 0.00 0.16
H 2.32954 3.20427 2.73300 0.26 -0.25 0.32
H -7.57190 2.64488 -1.32306 0.00 0.01 -0.04
O -3.65300 1.95311 -5.92046 -0.06 0.25 -0.31
O -1.12709 -4.90917 3.95372 -0.24 0.20 0.41
H -3.83517 0.01480 -8.56409 -0.27 0.07 -0.01
O 0.22827 -1.14287 -3.40551 -0.46 0.08 0.34
C -0.02215 -3.49714 5.44002 -0.03 -0.32 0.40
O -4.83556 -0.48429 -1.01550 -0.12 -0.21 0.23
C 4.91763 0.90000 5.75370 0.31 -0.82 -1.17
H 4.89448 -3.49324 4.25811 0.01 0.04 0.02
C 1.67866 2.70974 3.45694 -1.70 0.21 -0.03
C 0.19212 -4.55634 4.37915 0.39 0.25 -0.35
H 6.16612 -1.93466 2.89720 0.07 -0.21 -0.17
C -0.92715 1.38294 1.01188 0.38 0.55 -1.01
H -3.91284 -0.07552 -6.13024 0.03 -0.01 -0.02
O -5.58634 1.15829 0.69552 0.15 -0.09 0.12
H -2.98278 0.03176 0.29464 -0.43 -0.22 0.16
H -7.95502 1.71551 -2.78940 0.03 -0.27 0.06
C -7.21147 1.87973 -2.01453 -0.11 0.51 0.22
H -2.91688 1.53768 -8.54095 0.02 -0.04 0.01
O 2.89667 -3.29116 0.62631 -0.36 -0.31 -0.33
H 0.85647 -2.87146 5.58269 -0.12 0.16 -0.11
C -3.67681 0.94549 -8.02622 0.49 0.18 -0.16
O -1.12062 -2.71281 4.96116 0.10 -0.08 -0.37
O 4.29572 1.33348 -4.64626 0.30 0.00 0.36
C -1.42826 0.60212 3.22569 0.35 0.13 0.09
C 0.19658 2.07038 1.46098 -0.01 -0.13 0.06
S 2.58233 1.42542 4.44726 0.31 -0.63 -0.99
C -1.71439 0.64847 1.86187 -1.54 -0.94 0.40
H 4.13063 3.27699 -5.36664 0.15 -0.21 -0.07
H 1.98614 1.45503 5.66354 0.39 0.53 -0.10
O 4.30087 2.03302 -2.33658 -0.32 -0.25 -0.18
C -2.92577 -0.13584 1.36808 1.69 0.25 0.19
H 0.71677 -5.42898 4.75923 -0.23 -0.13 -0.03
```
Positions in Å, forces in eV/Å.

The value obtained for the HOMO-LUMO gap is 0.2774 hartree. The total charge is +1. Its spin multiplicity is 1.


Density functional theory data (ωB97M-V/def2-TZVPD) for C22H36F6N2PSSi2W as an isolated structure.

The geometry in XYZ format:
```
71
Properties=species:S:1:pos:R:3:forces:R:3
H 3.35055 -2.60769 -1.51362 0.01 -0.01 0.03
C -2.60073 -0.57864 2.76492 0.03 0.02 -0.02
F 3.93155 0.68467 2.17171 -0.02 0.00 0.01
F 3.37016 0.98865 -0.03323 -0.06 0.03 0.08
H -2.57281 -0.42670 -5.36101 0.00 0.00 0.00
C 1.38796 -2.79625 -3.99794 -0.01 0.02 0.00
H 2.08984 -0.56395 2.67703 0.01 -0.02 0.03
H 1.42839 -3.71742 -3.40943 0.01 0.00 0.01
W 0.21495 -0.75141 0.26277 -0.29 -0.26 0.00
C -3.35401 -0.63679 -2.07826 0.00 0.06 0.02
C 1.62129 -1.33938 2.09520 0.07 0.16 0.10
H 0.67824 5.02336 3.61915 0.00 0.00 0.00
H -1.60012 2.96702 3.44508 0.00 -0.01 0.00
F 5.72871 2.08715 1.90199 -0.03 -0.03 0.00
H -1.55619 4.44597 2.47781 -0.01 0.00 0.01
H -4.80326 -2.16660 -0.10611 -0.01 -0.01 0.02
F 3.61607 2.79942 1.35356 -0.01 0.01 0.00
H 1.37045 -3.45748 -0.45096 0.01 -0.01 0.00
C -1.24699 3.39874 2.50269 0.03 -0.01 -0.02
H -3.46466 -0.20458 3.32305 -0.01 0.00 -0.01
C 3.29885 -1.65689 -2.04460 -0.07 0.03 0.06
H -4.90577 0.98677 0.19399 0.00 0.00 0.00
C -3.54462 -0.50595 -3.44741 -0.04 0.00 0.02
Si -3.11887 -0.61796 0.96030 -0.11 -0.02 0.07
C 0.70771 1.81143 2.34315 0.01 -0.01 0.07
C 1.26476 -2.87772 0.45095 -0.02 -0.03 -0.01
H -3.97945 -2.92357 1.25371 0.01 0.00 0.00
H -0.34119 -0.75889 -4.44315 -0.04 0.02 -0.01
S 0.05432 1.67073 -0.40515 0.05 -0.08 -0.01
P 4.56165 1.54792 0.93008 0.02 -0.01 -0.02
H -4.21861 -0.57898 -1.43220 0.00 0.01 -0.01
H 2.04754 3.91178 3.45865 0.00 0.00 0.01
H -2.36640 -1.56621 3.16355 0.01 -0.01 -0.01
C 2.19260 -1.92430 0.94816 0.07 0.06 -0.03
H 0.60173 3.74411 1.46813 0.00 0.00 0.00
C -4.41510 -1.98655 0.89668 -0.01 0.03 -0.03
H -1.76566 0.09739 2.95690 -0.01 -0.01 0.01
H 2.18859 -2.84711 -4.74158 0.00 0.00 0.00
H 1.14228 1.01286 -3.59907 0.00 0.00 0.00
H 1.87466 0.11009 -4.92681 0.02 -0.01 0.00
C -1.18157 -0.74177 -3.76425 0.04 -0.01 0.01
H -0.76165 -3.47136 1.15278 0.00 0.00 0.00
H 0.33169 1.27008 3.22213 0.01 0.01 0.00
N -1.82086 -0.92771 -0.15345 0.22 0.11 -0.05
H -3.98555 1.63647 1.55349 0.00 0.01 -0.01
F 5.46308 0.26739 0.52105 0.03 -0.01 0.01
C 0.26982 3.27417 2.39840 0.00 0.00 0.02
H 1.80098 1.77069 2.40186 0.03 -0.03 -0.02
C 0.35126 -1.92553 2.31668 0.00 0.09 0.06
C 0.13299 -2.88790 1.29808 0.03 0.04 -0.09
C -0.96933 -0.90981 -2.39166 0.07 0.03 -0.11
C -3.90551 1.06674 0.62475 0.00 -0.04 -0.02
H 3.15797 -1.66884 0.55134 0.04 0.02 -0.05
H 0.68308 3.49864 4.51166 0.01 0.01 0.01
H -4.54359 -0.35951 -3.83930 0.00 0.00 0.00
H 2.87760 0.70821 -3.59594 0.00 0.01 -0.01
C 1.90730 0.27456 -3.84678 -0.03 0.01 0.03
Si 1.65271 -1.31225 -2.85688 0.05 -0.07 -0.17
N 0.26972 -1.16811 -1.79589 -0.06 0.05 0.09
C 0.34837 1.05905 1.11546 -0.03 -0.07 -0.08
H 0.43317 -2.78466 -4.52329 0.03 -0.03 0.01
F 5.15962 2.39536 -0.29820 0.02 0.00 -0.02
H 3.62312 -0.84781 -1.39148 0.03 0.00 0.03
H 4.01744 -1.71158 -2.86894 -0.02 0.00 -0.02
H -1.74646 2.88032 1.68225 -0.01 0.01 0.01
C -2.08399 -0.81533 -1.52687 -0.13 -0.02 0.05
H -5.25756 -1.74180 1.55017 0.00 0.00 0.00
H -3.28912 1.63732 -0.07324 0.00 0.01 0.00
C 0.96354 3.97045 3.56468 -0.01 -0.01 -0.03
H -0.31573 -1.68489 3.12425 0.01 -0.02 0.00
C -2.45095 -0.54763 -4.29158 0.02 0.00 -0.03
```
Positions in Å, forces in eV/Å.

The expectation value of S² is 2.0203. The value obtained for the HOMO-LUMO gap (spin up / spin down) is 0.2385 / 0.2251 hartree. The total charge is -1. Its spin multiplicity is 3.


Density functional theory data (ωB97M-V/def2-TZVPD) for one molecule with the formula C22H36N2O4.

The geometry in XYZ format:
```
64
Properties=species:S:1:pos:R:3:forces:R:3
H 3.77273 -2.26623 -1.82613 -0.07 0.00 -0.01
C 0.90937 4.86709 3.11114 0.23 0.01 0.04
H -5.23672 0.84439 -0.14948 -0.08 0.00 0.02
H 1.64739 1.49025 2.99739 -0.04 -0.05 0.05
H 2.29747 4.07576 0.93418 -0.04 0.04 -0.19
C -3.60745 -0.22222 -1.03396 0.07 -0.03 -0.06
C 0.28336 2.13674 1.48426 -0.01 -0.12 0.32
H -1.82857 -5.94615 -0.16140 0.09 -0.04 0.00
O -0.97598 -3.49277 0.26599 0.04 -0.07 0.00
C -1.52638 0.95367 -1.14487 -0.18 0.12 -0.06
H 1.52011 5.75665 3.24913 0.06 0.14 0.07
H -1.51037 2.97593 1.91141 0.06 0.05 -0.01
H 0.21680 2.31623 3.62590 -0.04 -0.09 0.06
C 1.81319 -2.84104 -1.27122 0.02 0.04 -0.27
H -4.19388 -1.11016 -1.22325 -0.04 -0.11 -0.01
H 2.36215 3.52826 3.92815 -0.04 -0.01 -0.07
C -4.19198 0.87422 -0.42420 -0.10 0.04 0.06
H 3.50282 4.60893 2.09893 0.08 0.09 -0.04
C 2.80522 3.81015 1.85733 -0.09 -0.08 0.31
C 2.52666 -0.55377 -2.11456 0.23 -0.08 -0.11
H -0.48865 0.98246 -1.44175 0.18 0.01 -0.01
H 1.02480 2.21856 0.68371 -0.08 -0.12 0.04
H -0.30573 -6.00735 0.74855 -0.05 -0.04 -0.07
H -0.38866 3.32741 -0.76599 -0.07 0.05 -0.01
C -0.19761 0.68505 1.49372 0.17 0.08 -0.17
C -1.95298 -0.74555 2.17840 -0.05 -0.51 -0.06
H 1.73194 -2.24585 -4.08807 -0.15 0.02 -0.12
C 2.75950 -2.05920 -2.19395 -0.13 0.01 -0.01
C -2.26716 -0.19419 -1.39509 -0.03 -0.12 0.03
H 0.21293 -3.22215 -2.69579 0.01 -0.04 0.07
H 3.47908 -2.09415 -4.22772 0.04 0.03 -0.11
O -0.19615 -5.08642 -1.10281 0.19 0.02 -0.30
H 2.54719 -0.22211 -1.07975 -0.03 0.14 0.15
H -3.88653 2.84378 0.35502 -0.06 0.10 0.05
H -2.21084 -2.29255 -1.74141 0.02 0.12 -0.03
H -1.83976 4.14530 -0.15075 0.07 -0.06 -0.13
C 0.32791 -2.84103 -1.67585 0.11 0.03 0.10
C 0.97965 2.34210 2.84437 0.15 0.14 -0.18
H 0.24107 4.77558 3.96416 -0.14 0.04 0.11
C -1.24878 3.22541 -0.09844 -0.14 0.03 0.07
N -0.74237 3.13078 1.26522 -0.01 0.04 0.05
O 0.46455 -0.23847 1.08655 0.14 -0.10 0.06
H 3.29967 -0.02404 -2.66813 0.12 0.09 -0.04
C 1.79925 3.63352 2.99187 -0.13 0.00 -0.08
H 2.14643 -3.88120 -1.23307 0.01 0.00 0.08
H 2.77309 -3.62118 -3.69665 0.00 -0.15 -0.09
C 2.67814 -2.53869 -3.64100 0.14 0.02 0.30
H -0.51528 -7.03761 -0.70221 0.00 0.05 0.01
N -0.22731 -1.51411 -1.58579 -0.10 -0.12 0.20
H -1.89451 -1.06006 3.22135 0.00 0.03 -0.04
C -0.36607 -3.81442 -0.72292 -0.20 0.08 -0.09
C -2.09468 2.04562 -0.50466 0.01 0.06 -0.17
C -3.43620 1.99773 -0.14529 0.04 0.03 -0.07
H -1.41378 -1.45691 1.55070 -0.11 0.07 0.07
C -0.74802 -6.07851 -0.24716 -0.18 -0.08 0.31
H 0.30997 4.98135 2.21364 -0.02 0.09 0.03
H 3.37343 2.89641 1.69795 0.12 -0.10 -0.10
H -2.99298 -0.67915 1.86402 0.06 0.03 0.03
C -1.61540 -1.40321 -2.00615 0.03 -0.21 -0.26
H -0.12059 -1.19486 -0.62561 -0.03 0.03 -0.05
O -1.39418 0.56019 2.06343 0.05 0.39 0.14
H 1.88129 -2.41929 -0.26587 -0.01 -0.06 0.11
H 1.55606 -0.30689 -2.53207 -0.01 0.11 -0.02
H -1.62766 -1.31800 -3.10347 -0.10 -0.07 0.10
```
Positions in Å, forces in eV/Å.

As for the structure (SMILES): COC(=O)[C@H](CC(C)C)NCc1cccc(CN[C@@H](CC(C)C)C(=O)OC)c1. The value obtained for the HOMO-LUMO gap is 0.3431 hartree. Its spin multiplicity is 1.


For each record above, in turn, the calculated F_max values are 1.8; 0.4; 0.5 eV/A.
For each record above, in turn, the calculated molecular weight values are 960.43; 745.59; 392.54 Da.
For each record above, in turn, the calculated relative energy (zero: lowest compared OMol25 entry of this formula, charge and spin) values are 0.8277; 0.2106; 0.2925 eV.